1.
AlH10O5 | ωB97M-V with the def2-TZVPD basis set

E_tot in eV: -16976.7894
Lowest unoccupied orbital energy (spin up / spin down) in hartree: -0.35157 / -0.53031
HOMO level (spin up / spin down) in eV: -19.411 / -19.308
Frontier orbital gap (spin up / spin down) in eV: 9.84 / 4.88
Energy above the lowest of the compared OMol25 structures with the same formula, charge and spin in kJ/mol: 61.58

Geometry as ORCA input:
```
! RIJCOSX wB97M-V def2-TZVPD def2/J DEFGRID3
* xyz 2 2
Al 0.199 1.846 0.333
O 0.713 -0.501 1.964
H 1.497 -0.877 2.364
H -0.010 -1.015 2.324
O 3.001 0.857 0.418
H 3.133 0.226 1.126
H 3.643 0.609 -0.248
O -1.613 1.378 -1.942
H -2.553 1.554 -1.890
H -1.512 0.845 -2.731
O -1.890 -0.280 0.633
H -2.268 -0.770 -0.097
H -2.464 -0.471 1.375
O 0.130 -0.803 -1.024
H -0.052 -1.659 -0.638
H 0.045 -0.942 -1.967
*
```

Atomic partial charges in e from the Mulliken method, atoms 1 to 2: atom 1 (Al): 1.46, atom 2 (O): -0.50

2.
C40H79Br17IN5O6P | ωB97M-V with the def2-TZVPD basis set

E_tot in eV: -1270588.7085
Lowest unoccupied orbital energy in hartree: -0.12443
HOMO level in eV: -10.700
Frontier orbital gap in eV: 7.31

Geometry as ORCA input:
```
! RIJCOSX wB97M-V def2-TZVPD def2/J DEFGRID3
* xyz 1 1
C 0.373 6.956 -4.005
O -0.150 7.175 -2.637
C -1.569 6.777 -2.687
C -1.812 5.181 -2.268
C -3.293 5.075 -1.497
C -3.508 3.603 -0.772
C -4.536 2.608 -1.597
C -4.351 1.003 -1.205
C -3.664 0.116 -2.408
C -2.222 -0.597 -1.959
C -2.569 -2.230 -1.862
N -1.670 -2.960 -0.889
C -2.387 -3.771 0.208
O -3.319 -4.693 -0.507
N -2.485 -5.683 -0.953
O -2.657 -5.677 -2.161
C -0.276 -2.893 -0.990
N 0.605 -2.198 -2.002
C 0.433 -2.534 -3.464
P 0.908 -1.060 -4.647
O -0.049 -1.181 -5.920
O 2.564 -1.277 -5.250
O 0.733 0.504 -3.900
C 2.120 -2.375 -1.763
C 2.527 -0.872 -1.254
C 3.847 -0.228 -2.021
C 5.166 -1.202 -2.020
I 4.322 1.781 -1.208
C 2.116 -3.641 -0.729
C 1.891 -5.014 -1.660
C 3.452 -4.058 0.111
C 4.189 -2.856 0.936
N 5.584 -2.923 1.035
N 0.768 -3.538 -0.053
C 0.722 -3.071 1.385
C 0.639 -4.387 2.414
C 1.828 -4.406 3.542
Br 0.655 -6.148 1.469
H -0.149 6.031 -4.502
H 0.229 7.934 -4.641
H 1.530 6.738 -3.898
H -2.038 6.961 -3.759
H -2.223 7.403 -1.911
H -1.768 4.471 -3.221
H -0.918 4.871 -1.560
H -4.093 5.195 -2.356
H -3.375 5.939 -0.694
H -3.841 3.764 0.357
H -2.462 3.076 -0.763
H -4.496 2.778 -2.759
H -5.632 2.927 -1.249
H -3.799 0.861 -0.179
H -5.459 0.600 -1.032
H -3.534 0.817 -3.363
H -4.461 -0.699 -2.723
H -1.913 -0.142 -0.923
H -1.423 -0.478 -2.806
H -3.679 -2.264 -1.423
H -2.649 -2.736 -2.928
H -1.660 -4.457 0.820
H -2.998 -3.065 0.950
H -0.649 -2.841 -3.786
H 1.141 -3.426 -3.824
H 2.528 -1.973 -5.985
H 1.012 1.185 -4.588
H 2.800 -2.548 -2.707
H 2.627 -0.773 -0.068
H 1.622 -0.145 -1.533
H 3.545 -0.062 -3.156
H 5.952 -0.710 -2.771
H 5.694 -1.197 -0.968
H 4.951 -2.277 -2.431
H 0.781 -5.382 -1.670
H 2.365 -4.858 -2.727
H 2.514 -5.877 -1.119
H 4.236 -4.487 -0.674
H 3.277 -4.947 0.887
H 3.689 -1.929 1.444
H 5.942 -3.787 0.572
H 1.560 -2.314 1.692
H -0.310 -2.497 1.563
H -0.389 -4.323 3.016
H 2.251 -3.349 3.810
H 2.629 -5.186 3.190
H 1.340 -4.837 4.541
Br 3.183 3.606 2.832
C 5.120 3.795 2.959
C 5.820 2.508 2.588
Br 5.718 1.206 4.037
H 5.342 4.133 3.975
H 5.375 4.589 2.253
H 6.889 2.681 2.437
H 5.404 2.028 1.698
Br -8.430 1.355 2.751
C -9.440 0.774 1.187
C -8.582 0.795 -0.057
Br -8.345 2.614 -0.720
H -10.321 1.418 1.118
H -9.759 -0.246 1.417
H -9.073 0.258 -0.873
H -7.582 0.379 0.098
Br 11.358 1.750 6.869
C 9.807 1.017 5.939
C 9.698 1.571 4.538
Br 8.995 3.392 4.553
H 8.933 1.229 6.561
H 9.976 -0.063 5.914
H 8.977 0.995 3.951
H 10.653 1.603 4.007
Br 12.908 0.023 2.829
C 14.030 0.498 4.353
C 15.268 -0.365 4.409
Br 14.858 -2.145 5.096
H 13.404 0.419 5.247
H 14.298 1.546 4.193
H 15.996 0.049 5.114
H 15.748 -0.503 3.436
Br -5.442 -1.062 2.525
C -4.529 -1.551 4.178
C -3.143 -0.953 4.234
Br -1.902 -1.942 3.099
H -4.534 -2.643 4.235
H -5.155 -1.147 4.978
H -2.729 -1.032 5.243
H -3.106 0.092 3.911
Br -7.782 -3.828 5.475
C -8.305 -1.990 5.083
C -9.808 -1.849 5.027
Br -10.520 -2.550 3.352
H -7.807 -1.709 4.151
H -7.892 -1.397 5.904
H -10.097 -0.795 5.039
H -10.324 -2.373 5.837
Br 0.961 7.176 -8.133
C 0.222 8.981 -8.144
C 1.266 10.001 -7.753
Br 1.572 9.995 -5.826
H -0.648 8.974 -7.482
H -0.110 9.146 -9.173
H 0.921 11.014 -7.981
H 2.236 9.836 -8.230
Br -7.131 -5.013 0.350
C -9.040 -5.142 0.731
C -9.865 -4.738 -0.468
Br -9.902 -2.799 -0.679
H -9.231 -4.528 1.616
H -9.210 -6.193 0.979
H -10.911 -5.028 -0.333
H -9.496 -5.154 -1.410
*
```

Atomic partial charges in e from the Mulliken method, atoms 1 to 2: atom 1 (C): -0.26, atom 2 (O): -0.41

3.
C27H64F6N8O7P | ωB97M-V with the def2-TZVPD basis set

E_tot in eV: -80889.2934
Lowest unoccupied orbital energy in hartree: 0.08510
HOMO level in eV: -6.228
Frontier orbital gap in eV: 8.54
Energy above the lowest of the compared OMol25 structures with the same formula, charge and spin in kJ/mol: 417.01

Geometry as ORCA input:
```
! RIJCOSX wB97M-V def2-TZVPD def2/J DEFGRID3
* xyz -1 1
P -0.223 1.046 0.558
F 1.346 0.964 0.155
F -0.053 2.674 0.598
F -0.470 1.151 -1.061
F -1.872 1.296 0.632
F -0.414 -0.562 0.490
F 0.073 0.737 2.150
C -2.662 -1.779 -7.483
C -2.546 -3.043 -6.617
N -1.455 -2.913 -5.608
C -1.152 -4.221 -5.071
C -0.399 -5.151 -6.050
C -1.773 -1.928 -4.583
C -0.579 -1.409 -3.790
H -1.705 -1.813 -8.004
H -2.813 -0.841 -6.950
H -3.446 -1.912 -8.229
H -3.488 -3.294 -6.131
H -2.514 -3.969 -7.191
H -0.395 -4.050 -4.306
H -2.019 -4.791 -4.739
H -0.957 -5.416 -6.948
H 0.456 -4.571 -6.398
H 0.018 -6.075 -5.650
H -2.624 -2.086 -3.920
H -2.024 -0.977 -5.055
H -0.720 -0.370 -3.491
H 0.278 -1.366 -4.462
H -0.470 -1.963 -2.857
C 3.946 5.549 0.336
O 3.652 5.314 -0.791
N 3.800 4.595 1.352
C 4.068 4.908 2.739
C 3.132 3.301 1.082
H 4.468 6.433 0.735
H 3.124 4.889 3.284
H 4.714 5.779 2.845
H 4.770 4.172 3.130
H 3.739 2.428 1.321
H 2.207 3.042 1.597
H 2.737 3.119 0.083
C 0.410 -5.086 1.049
O 0.791 -5.638 2.126
N 1.228 -4.392 0.221
C 0.861 -3.726 -1.051
C 2.497 -3.829 0.754
H -0.585 -5.091 0.578
H -0.006 -4.187 -1.525
H 1.681 -3.521 -1.740
H 0.454 -2.754 -0.771
H 3.069 -4.613 1.250
H 2.982 -3.506 -0.167
H 2.160 -3.093 1.485
C 1.072 2.491 4.274
O 2.257 2.330 3.967
N 0.471 2.146 5.424
C -0.918 2.559 5.664
C 1.260 1.524 6.471
H 0.314 2.893 3.584
H -1.595 1.716 5.530
H -1.174 3.349 4.958
H -0.963 3.033 6.644
H 0.831 0.522 6.471
H 2.330 1.390 6.307
H 1.175 1.945 7.473
C 0.043 5.821 -0.367
O 0.823 5.952 -1.305
N -1.165 6.269 -0.301
C -1.940 6.177 0.969
C -1.924 6.888 -1.407
H 0.292 5.273 0.555
H -1.977 7.195 1.357
H -1.424 5.678 1.789
H -2.976 5.842 0.938
H -1.420 6.948 -2.371
H -2.913 6.430 -1.442
H -1.992 7.946 -1.155
C -2.902 -2.713 1.925
O -2.649 -3.917 1.946
N -4.053 -2.195 1.464
C -4.250 -0.764 1.555
C -5.266 -2.989 1.108
H -2.153 -1.920 2.073
H -5.191 -0.464 2.017
H -4.402 -0.576 0.492
H -3.379 -0.143 1.768
H -6.121 -2.509 0.631
H -5.046 -3.781 0.393
H -5.527 -3.472 2.050
C 2.144 0.913 -3.333
O 2.011 1.739 -4.254
N 3.279 0.173 -3.140
C 3.402 -0.819 -2.088
C 4.363 0.295 -4.173
H 1.332 0.769 -2.604
H 2.925 -0.424 -1.191
H 4.418 -0.970 -1.725
H 2.985 -1.802 -2.307
H 5.333 0.061 -3.735
H 4.111 -0.395 -4.977
H 4.441 1.309 -4.566
C -1.203 -1.000 5.444
O -1.922 -1.238 6.385
N -0.438 -1.969 4.868
C -0.514 -3.449 5.085
C 0.519 -1.554 3.828
H -0.943 -0.043 4.967
H -0.412 -3.925 4.110
H -1.453 -3.749 5.551
H 0.228 -3.788 5.807
H 0.167 -1.591 2.798
H 1.044 -0.612 3.989
H 1.343 -2.265 3.898
*
```

Atomic partial charges in e from the Mulliken method, atoms 1 to 2: atom 1 (P): 1.47, atom 2 (F): -0.34

4.
C5H11NO2 | ωB97M-V with the def2-TZVPD basis set

E_tot in eV: -10946.5115
Lowest unoccupied orbital energy in hartree: 0.03410
Structure (SMILES): C[C@]1(O)CO1.[H]/N=C\C
HOMO level in eV: -9.690
Frontier orbital gap in eV: 10.62
Energy above the lowest of the compared OMol25 structures with the same formula, charge and spin in kJ/mol: 265.86

Geometry as ORCA input:
```
! RIJCOSX wB97M-V def2-TZVPD def2/J DEFGRID3
* xyz 0 1
C -1.667 0.708 0.868
C -1.674 0.056 -0.468
O -2.586 0.536 -1.376
C -1.255 -1.339 -0.664
O -0.337 -0.362 -1.066
H -2.428 0.276 1.512
H -0.636 0.579 1.338
H -1.829 1.783 0.789
H -2.450 1.485 -1.501
H -1.725 -1.892 -1.472
H -0.980 -1.912 0.220
H 1.555 -0.482 1.991
N 1.288 0.400 1.555
C 1.800 0.589 0.418
C 2.689 -0.320 -0.358
H 1.524 1.514 -0.082
H 2.166 -0.601 -1.274
H 2.938 -1.217 0.209
H 3.606 0.199 -0.641
*
```

Atomic partial charges in e from the Mulliken method, atoms 1 to 2: atom 1 (C): -1.07, atom 2 (C): 0.78